Density functional theory data (ωB97M-V/def2-TZVPD) for a 14-piece molecular cluster, C69H166N10O14 overall.

- HOMO-LUMO gap (Eh) = 0.3209
- HOMO level (eV) = -8.3660
- total energy (eV) = -117798.118
- lowest unoccupied orbital energy (eV) = 0.37

The geometry in XYZ format:
```
259
Properties=species:S:1:pos:R:3:forces:R:3
C 2.629663 7.662154 1.220527 -1.6 0.9 -0.5
C 1.314908 8.202648 0.535685 -1.4 0.5 0.4
C 1.615652 9.348253 -0.478455 2.9 -1.6 1.6
C 2.160572 8.802371 -1.776017 -0.4 -0.9 0.0
C 1.004494 7.994235 -2.402051 0.0 0.0 1.1
C 0.678808 6.766555 -1.510405 -1.4 -0.5 -0.3
N 0.427623 7.236812 -0.131437 -0.6 -0.3 0.4
O -0.013417 6.221003 0.830505 -0.5 1.0 -1.7
C -0.592484 6.056888 -2.138209 1.3 -0.4 -0.5
C 1.753752 5.724795 -1.562620 1.4 0.0 0.2
C 0.399471 8.746166 1.686207 1.2 1.2 0.4
H 3.000449 8.486160 1.791035 0.5 0.6 0.4
H 3.390754 7.345534 0.557677 0.7 -0.4 -0.8
H 2.434585 6.901411 1.948716 -0.3 -0.7 0.3
H 0.833455 9.941037 -0.759943 -2.7 1.3 -0.1
H 2.320357 10.009355 0.054080 0.0 -0.2 -0.3
H 3.022982 8.150730 -1.571505 -0.1 0.2 -0.3
H 2.456789 9.609039 -2.417167 0.3 0.4 -0.4
H 1.153122 7.677649 -3.420665 0.5 -0.4 -0.3
H 0.094991 8.606331 -2.464811 0.2 0.1 0.3
H -0.283761 5.753530 -3.209704 -0.5 0.1 1.7
H -0.846795 5.175346 -1.513566 0.1 0.5 -0.6
H -1.464552 6.682912 -2.254674 -0.2 0.4 0.3
H 1.526098 4.872639 -0.942058 -0.4 -0.4 0.2
H 1.846328 5.366203 -2.580107 0.3 -0.2 -0.2
H 2.729006 6.086568 -1.188954 -0.3 -0.1 -0.4
H -0.556815 9.204741 1.373411 0.5 -0.6 -0.2
H 0.937862 9.569283 2.234776 -0.3 -0.8 -0.4
H 0.236904 7.922835 2.380045 -0.3 0.3 0.1
H 0.717469 5.667639 1.086530 1.0 -0.4 -0.1
C 4.128015 3.388236 6.593768 -1.5 1.1 0.0
C 3.835588 2.147187 5.736422 0.1 -0.4 0.4
C 2.396304 2.241884 5.185225 1.3 -0.8 0.5
C 2.350261 3.268206 4.116478 1.4 -0.2 -1.4
C 3.363122 2.882576 3.015785 -0.7 -0.3 0.7
C 4.814576 2.823430 3.517011 0.1 -0.5 -1.3
N 4.826796 1.859938 4.634125 -0.6 0.1 0.6
O 6.126362 1.672367 5.242640 -0.7 0.1 -0.8
C 5.649297 2.244822 2.340856 -1.1 -1.6 0.8
C 5.370549 4.178301 3.887288 0.1 1.0 -0.5
C 3.889086 0.903141 6.631754 -1.5 -0.4 -0.1
H 5.134638 3.337217 6.934548 0.8 0.1 0.7
H 3.409652 3.346693 7.451805 0.8 0.0 -0.4
H 3.971038 4.424456 6.136498 0.1 -1.7 0.5
H 2.132538 1.202823 4.884099 -0.1 0.8 -0.4
H 1.731887 2.520545 5.988877 -0.2 -0.1 0.5
H 2.538324 4.295558 4.428781 -0.1 -0.1 0.4
H 1.402883 3.232630 3.690188 -1.9 0.3 -0.9
H 3.299982 3.531121 2.168686 0.2 1.0 -0.5
H 3.021972 1.932399 2.571231 0.5 -0.1 0.5
H 6.643375 2.087744 2.701892 1.0 0.4 -0.2
H 5.286384 1.205922 2.187266 0.1 0.6 -0.1
H 5.578465 2.758712 1.378286 0.1 0.3 0.4
H 5.555733 4.793074 2.977337 -0.4 -0.3 0.6
H 4.749439 4.719975 4.602801 0.2 0.1 -0.5
H 6.354320 4.081280 4.331447 0.3 -0.1 0.2
H 3.923757 0.022531 5.999767 0.1 -0.1 -0.3
H 2.945784 0.770109 7.210759 0.6 0.4 -0.2
H 4.715218 0.830319 7.294517 0.8 0.2 0.6
H 6.435024 2.542485 5.524834 0.1 0.2 0.1
C -0.968276 -2.121203 4.792789 1.8 -0.2 1.1
C -0.916875 -3.324966 5.761047 -2.2 -1.6 -0.1
C -0.908756 -4.673251 4.962395 0.1 -0.2 0.0
C 0.423860 -4.966681 4.277481 0.3 0.5 1.5
C 1.492699 -5.000230 5.416720 -0.9 0.7 -1.2
C 1.581669 -3.681724 6.176594 -1.0 -0.2 1.0
N 0.156471 -3.426298 6.751463 1.9 -0.5 -0.3
O 0.235218 -2.196656 7.442670 -0.1 0.8 0.4
C 2.629274 -3.892047 7.357894 -2.2 0.5 -2.3
C 2.079909 -2.508917 5.356620 1.3 -0.8 -1.0
C -2.320189 -3.409515 6.499262 -0.2 0.1 0.1
H -1.941295 -1.783048 4.611161 -1.5 -0.1 -0.6
H -0.403508 -2.314999 3.888652 -0.2 0.0 -0.3
H -0.545072 -1.232994 5.247977 0.5 0.1 0.3
H -1.078295 -5.509948 5.664829 0.0 0.4 0.0
H -1.782753 -4.719078 4.291152 0.4 0.4 0.0
H 0.709402 -4.155560 3.606704 -0.1 -0.2 -0.4
H 0.400201 -5.917277 3.754342 0.0 0.0 -0.2
H 2.435300 -5.213432 4.962732 0.9 -0.2 -0.1
H 1.266027 -5.774632 6.125635 -0.2 -0.5 0.3
H 2.591465 -3.023398 7.945591 0.1 1.0 1.2
H 2.382878 -4.779994 7.874872 -0.1 -0.9 0.8
H 3.578154 -3.929657 6.890665 1.1 -0.3 -0.3
H 2.189030 -1.635924 5.972731 0.3 0.4 0.4
H 3.076127 -2.850630 4.944606 -0.8 0.7 0.4
H 1.488434 -2.196679 4.502088 -0.2 -0.3 0.0
H -2.402063 -4.200816 7.288523 0.6 0.6 -0.6
H -3.100688 -3.690838 5.749623 0.6 0.5 0.4
H -2.604905 -2.441887 6.958052 0.2 -0.4 -0.2
H 0.392346 -2.424029 8.369535 -0.2 -0.2 -0.3
C -0.991992 -4.530640 -8.395385 1.0 -0.3 -2.4
C -0.613759 -3.058888 -8.285135 -1.7 -1.1 -0.8
C -1.522181 -2.301263 -9.280669 1.3 1.1 0.4
C -2.901224 -2.027618 -8.774363 -1.6 0.6 0.0
C -2.933822 -1.489904 -7.347438 1.3 -3.2 0.9
C -2.146190 -2.441925 -6.295920 -0.4 1.6 -3.2
N -0.778134 -2.542266 -6.943567 -0.5 0.5 1.3
O -0.005117 -3.343812 -6.060561 -1.1 -1.7 -0.5
C -1.823702 -1.718305 -5.042701 -1.2 0.3 1.8
C -2.879991 -3.747347 -5.942516 0.6 -0.7 -1.9
C 0.821695 -2.826115 -8.690479 0.5 0.6 1.3
H -1.995005 -4.750129 -8.785931 0.2 0.1 0.4
H -0.717470 -5.139092 -7.591243 -0.1 -0.6 1.8
H -0.256900 -4.895176 -9.134562 -0.6 -0.2 -0.3
H -0.992431 -1.343586 -9.475354 -0.5 -0.3 -0.1
H -1.560345 -2.856153 -10.218306 0.1 0.0 0.0
H -3.535922 -2.908315 -8.919044 0.0 -0.1 0.3
H -3.401220 -1.233978 -9.373561 0.4 -0.5 0.0
H -3.900859 -1.269390 -6.986730 -1.4 -0.1 0.3
H -2.418168 -0.594882 -7.345518 1.2 1.9 0.0
H -1.488328 -2.518614 -4.409986 0.3 0.0 0.9
H -1.015284 -1.008030 -5.083349 0.2 0.4 -0.5
H -2.688768 -1.234400 -4.523303 0.6 -0.6 -0.7
H -2.158726 -4.335782 -5.373121 -0.4 -0.1 0.4
H -3.830184 -3.560142 -5.443008 0.2 0.0 0.3
H -3.093393 -4.386747 -6.848515 0.0 0.9 0.8
H 0.913928 -1.739282 -8.510103 0.6 -0.5 -0.3
H 1.065262 -3.060715 -9.730463 -0.2 -0.1 0.2
H 1.457785 -3.374840 -7.953839 -0.1 0.4 -0.9
H 0.690552 -2.818639 -5.688434 1.1 1.1 -0.1
C 0.719058 0.749967 -2.833780 -1.3 0.7 -0.3
C 0.262437 1.094248 -1.396172 0.2 -0.8 -1.0
C -0.790890 2.198014 -1.423159 2.0 -0.2 -1.5
C -1.313528 2.383049 -0.074855 -1.0 1.1 2.0
C -1.843490 1.036842 0.545774 -0.2 0.9 -0.4
C -0.767105 -0.069773 0.605537 -1.6 0.0 -1.1
N -0.293215 -0.182712 -0.797751 1.9 -0.3 0.6
O 0.902198 -1.090601 -0.682318 -1.3 0.0 -0.6
C 0.205422 0.279085 1.684435 0.9 0.9 0.5
C -1.470684 -1.373211 1.015324 -0.5 1.4 0.6
C 1.464797 1.653263 -0.686783 3.1 0.5 1.4
H 1.061121 1.693911 -3.292304 0.1 -0.3 0.1
H -0.168918 0.442799 -3.455008 0.8 -0.1 0.6
H 1.530721 0.028503 -2.858864 -0.2 0.0 0.0
H -0.203478 3.073393 -1.808270 -0.7 -0.4 0.4
H -1.534027 1.990162 -2.170439 -0.7 -0.3 -0.3
H -2.088656 3.166947 -0.113347 -0.2 -0.5 0.2
H -0.528588 2.912080 0.565219 -0.9 -1.1 -0.5
H -2.764231 0.628943 0.059798 0.8 0.5 -0.2
H -2.187037 1.270372 1.542748 0.0 -0.1 0.5
H 0.886847 -0.502568 1.982257 0.2 -0.4 -0.2
H 0.781771 1.165892 1.445996 0.1 -0.1 0.0
H -0.330345 0.566761 2.574913 -0.5 -0.1 0.4
H -2.000685 -1.912907 0.240716 -0.1 0.2 -0.3
H -0.800622 -2.020189 1.511096 0.9 -1.0 0.3
H -2.152742 -1.029378 1.808266 -0.1 -0.5 -0.3
H 1.352167 2.473391 0.053335 -0.7 -0.8 0.0
H 2.232851 2.197210 -1.286989 -0.8 -0.8 -0.6
H 2.050480 0.836730 -0.182786 -0.5 0.8 -0.5
H 0.612947 -1.950904 -1.074470 0.0 0.8 0.2
C -5.487963 -4.024546 -1.271910 -0.2 1.7 -0.8
C -5.960544 -2.569990 -1.474437 1.6 0.9 1.7
C -4.825400 -1.690901 -2.046652 1.4 -0.4 2.5
O -5.211649 -0.383283 -2.346986 -0.9 0.1 -0.9
C -4.106168 0.411186 -2.766376 -1.1 1.2 0.0
N -7.181480 -2.536243 -2.153299 -1.9 0.7 -0.7
H -6.262911 -4.495236 -0.718120 -0.4 -0.7 0.7
H -4.528040 -4.005339 -0.782200 0.3 -0.4 0.3
H -5.429647 -4.504128 -2.244943 0.2 -0.2 -0.1
H -6.138563 -2.103389 -0.458326 0.0 -0.6 -0.8
H -4.332830 -2.205322 -2.864379 0.2 0.1 -0.6
H -4.057971 -1.580386 -1.166811 -0.8 -0.5 -1.5
H -3.417356 0.362691 -1.931687 0.7 0.5 -0.1
H -4.496438 1.479444 -2.955978 0.7 -1.7 0.4
H -3.641380 0.024906 -3.680722 -0.2 0.1 0.2
H -7.489954 -1.580145 -2.298895 -0.1 0.0 0.2
H -7.184204 -2.944145 -3.067458 0.3 -0.5 -0.5
C 7.364535 -2.196661 4.677497 0.6 -1.6 0.0
C 7.022484 -1.732212 3.288090 -1.9 0.9 0.7
C 5.479141 -1.541598 3.179237 -2.3 0.9 0.5
O 5.046426 -1.091516 1.851616 1.8 -1.0 0.6
C 3.679128 -0.888910 1.711391 -0.2 -0.4 0.5
N 7.803361 -0.539322 3.023163 -0.3 0.9 -0.2
H 7.379762 -1.440686 5.434914 -0.2 0.8 0.2
H 8.382679 -2.595992 4.621500 -0.1 0.0 0.2
H 6.731493 -3.015668 5.038611 0.0 0.1 -0.2
H 7.254727 -2.515266 2.587580 0.4 -0.2 -0.5
H 5.003066 -0.740672 3.879634 1.3 -1.1 -0.6
H 4.920510 -2.497696 3.475668 0.8 0.9 -0.7
H 3.491864 -0.432068 0.750255 0.0 0.0 -0.3
H 3.320213 -0.234608 2.487673 -0.3 0.6 0.5
H 3.097123 -1.809226 1.820536 0.0 -0.2 -0.2
H 7.560141 0.211271 3.709791 0.1 -0.9 -0.7
H 7.517135 -0.198762 2.104500 0.2 0.2 0.2
C 3.279795 -3.047149 -1.400444 -1.8 2.0 -1.7
C 2.887948 -4.433196 -1.754929 -0.3 -0.5 0.0
C 1.555282 -4.490537 -2.483179 -0.2 -0.3 -0.4
O 0.447695 -4.007971 -1.735041 -0.9 -0.6 -0.7
C -0.822722 -4.587478 -2.221202 1.4 0.8 0.3
N 3.873370 -5.028174 -2.615727 0.7 -2.1 0.0
H 4.320738 -2.981412 -1.191252 0.8 0.2 0.4
H 2.625939 -2.674037 -0.606641 0.5 0.0 0.2
H 3.003544 -2.349930 -2.281809 0.8 -0.8 1.1
H 2.864680 -4.939693 -0.793744 -0.1 -0.7 0.0
H 1.341537 -5.557769 -2.828920 0.3 1.3 0.2
H 1.779328 -3.806370 -3.334037 -0.7 -0.6 -0.1
H -0.739267 -5.685976 -2.171173 -0.2 0.4 -0.1
H -1.085040 -4.233542 -3.239812 0.4 -0.3 0.5
H -1.548596 -4.203324 -1.518848 -0.4 -0.1 0.1
H 4.274507 -4.524538 -3.374923 -0.1 1.0 -0.2
H 3.654377 -5.964157 -2.983328 -0.1 0.7 0.5
C -4.492178 -1.611740 3.379398 0.1 -0.7 0.5
C -5.601667 -2.678546 3.571818 1.0 0.1 -0.5
C -6.688758 -2.332140 2.586969 -1.3 1.9 0.2
O -7.784409 -3.223118 2.724304 -1.0 0.5 0.2
C -9.025570 -2.742578 2.147529 1.4 0.8 -0.9
N -5.072617 -4.048655 3.406810 -0.5 -0.4 0.9
H -4.042386 -1.675266 2.407729 0.0 -0.1 -0.8
H -3.664307 -1.796655 4.055551 -0.2 0.0 0.2
H -4.807424 -0.575922 3.520948 -0.3 -0.2 0.1
H -5.911041 -2.575333 4.615497 -0.5 -0.2 -0.2
H -6.293911 -2.366495 1.525158 -0.3 0.2 1.0
H -7.000999 -1.203771 2.856298 0.3 -2.3 -0.8
H -9.828751 -3.459797 2.289977 0.2 -0.1 0.3
H -8.822686 -2.639689 1.055238 -0.5 0.0 0.5
H -9.337164 -1.727563 2.519505 0.4 -0.9 0.0
H -4.758084 -4.257373 2.477197 0.2 0.3 -0.5
H -5.760018 -4.793868 3.629322 0.4 1.1 -0.1
C 1.807244 0.174994 -6.402867 -0.9 -0.4 -0.8
C 2.928721 -0.766051 -6.051642 0.8 -2.0 -0.8
C 4.029130 -0.157336 -5.213686 0.0 0.6 0.7
O 3.510712 0.109451 -3.918641 0.2 -0.4 0.4
C 4.342925 0.954013 -3.150260 -1.5 1.2 0.5
N 2.378872 -2.002062 -5.367280 -1.7 3.0 0.3
H 2.186102 1.099985 -6.827693 0.1 0.0 -0.4
H 1.148772 0.499719 -5.601823 0.2 -0.3 0.7
H 1.149839 -0.382039 -7.114353 0.4 0.7 0.3
H 3.423411 -1.117022 -7.044634 -0.8 0.5 1.5
H 4.295542 0.820488 -5.631745 0.4 -0.2 -0.3
H 4.907663 -0.819306 -5.106408 -0.2 0.2 -0.3
H 5.338558 0.622033 -2.987705 0.9 -0.9 0.1
H 3.865545 1.177234 -2.153263 0.4 -0.6 -1.1
H 4.432212 1.904485 -3.680562 0.0 0.3 0.0
H 3.104170 -2.624018 -5.170712 1.5 -1.2 0.4
H 2.048296 -1.630200 -4.440188 0.5 -0.6 -1.0
C -7.902033 1.572135 -2.857527 -0.8 -0.9 0.1
O -7.683328 1.103508 -1.531039 0.7 -0.3 -0.4
H -8.787078 2.168699 -2.783788 -0.5 0.6 -0.1
H -7.104642 2.197808 -3.258994 0.2 -0.2 0.0
H -8.173416 0.715601 -3.521162 0.5 0.6 0.1
H -6.949806 0.471605 -1.616593 0.0 0.2 0.3
C -2.196863 1.848258 -6.130676 0.3 -0.4 -1.6
O -1.355995 1.463983 -7.283159 0.1 -0.1 2.4
H -2.439783 0.970212 -5.552103 0.4 -0.3 0.6
H -1.729792 2.657649 -5.573492 -0.2 -0.1 0.2
H -3.153661 2.105815 -6.530958 -0.5 0.8 -0.3
H -0.664555 1.003657 -6.759538 -0.1 0.1 -1.3
C -5.881320 1.294984 1.543229 -1.0 -0.6 -1.9
O -5.246577 2.211451 2.389329 0.8 0.3 0.1
H -6.519486 0.636621 2.098501 -0.8 -0.1 0.4
H -6.476054 1.727737 0.668625 0.8 -0.2 1.2
H -5.198458 0.551093 1.088690 0.4 0.9 0.3
H -5.869120 2.869415 2.712713 -0.1 -0.2 -0.2
C -2.127282 1.710904 5.617569 -1.5 0.6 -1.1
O -2.760113 1.045090 4.521178 0.2 -0.8 -0.5
H -1.373891 0.990945 5.899323 0.4 0.3 0.5
H -1.733505 2.690851 5.272530 0.2 -0.6 0.4
H -2.864880 1.897388 6.413509 0.5 -0.1 0.1
H -3.597523 1.364852 4.159324 0.3 0.7 0.5
```
Positions in Å, forces in eV/Å.

These are the Mulliken partial charges, in e, on atoms 1 to 5: -1.847, 1.564, -1.477, -0.483, -1.570